# C4H3NS2

A molecular structure, C4H3NS2 in a non-equilibrium geometry (the ωB97M-V functional and the def2-TZVPD basis, OMol25).

The geometry in XYZ format:
```
10
Properties=species:S:1:pos:R:3:lowdin_charge:R:1
C -0.275 0.934 0.052 -0.1107
C -1.324 -0.031 0.063 -0.2873
C 0.957 0.427 -0.013 -0.8692
C 1.225 -0.936 -0.433 -0.3805
N -1.066 -1.247 0.226 0.0871
S 2.478 1.229 0.053 0.6302
S 2.922 -0.930 0.096 0.6033
H -0.524 1.936 0.075 0.0863
H -2.385 0.332 -0.323 0.1504
H -2.008 -1.714 0.203 0.0904
```

## Properties
Energy above the lowest of the compared OMol25 structures with the same formula, charge and spin   84.5 kcal/mol
HOMO-LUMO gap (alpha / beta)   7.14 / 7.14 eV